This record from OMol25 describes an isolated molecule of C7H10. The level of theory is wB97M-V/def2-TZVPD.

Each line ends with the natural charge from an NBO analysis.
Atoms and positions in Å:
C 1.7903 0.4976 1.6412  -0.265
C 1.9555 0.2190 0.4805  0.019
C 1.5570 -0.2844 -0.8391  -0.487
C 0.1993 -0.9111 -0.5168  -0.211
C -1.1648 -0.7787 -1.1035  -0.416
C -0.8802 -0.3117 0.3348  -0.210
C -1.1682 1.1726 0.5394  -0.611
H 1.6089 0.7482 2.6594  0.234
H 1.5500 0.5004 -1.6033  0.233
H 2.2299 -1.0732 -1.2013  0.236
H 0.3579 -1.9383 -0.1939  0.211
H -1.6541 -1.6942 -1.4346  0.216
H -1.4171 0.0779 -1.7247  0.208
H -1.1263 -0.9007 1.2212  0.213
H -2.2587 1.2815 0.5123  0.210
H -0.8274 1.6011 1.4897  0.213
H -0.7521 1.7942 -0.2613  0.205

As for the largest force on an atom: 0.0126 hartree/bohr. The calculation puts the HOMO energy at -9.564 eV. As for the energy above the lowest of the compared OMol25 structures with the same formula, charge and spin: 313.69 kJ/mol. As for the total energy: -7417.78363 eV. Its structure (SMILES) is C#CC[C@@H]1C[C@@H]1C. The calculation puts the LUMO energy at 1.09 eV. As for the frontier orbital gap: 10.66 eV.



This record from OMol25 describes an isolated molecule of C7H10. The level of theory is wB97M-V/def2-TZVPD.

Each line ends with the natural charge from an NBO analysis.
Atoms and positions in Å:
C -0.8916 -1.3012 1.1894  -0.185
C -0.9083 -0.0935 1.7508  -0.185
C -0.4961 0.9841 0.7730  -0.430
C 0.1268 0.1650 -0.3573  -0.049
C -0.4663 -1.2398 -0.2603  -0.430
C 1.5904 0.3254 -0.6594  -0.410
C 0.5539 0.7704 -1.6562  -0.415
H -1.1742 -2.2276 1.6828  0.209
H -1.2037 0.1199 2.7748  0.209
H -1.3758 1.5505 0.4295  0.209
H 0.2076 1.7124 1.1955  0.211
H -1.3372 -1.3579 -0.9234  0.209
H 0.2562 -2.0178 -0.5378  0.211
H 2.1432 1.0883 -0.1155  0.210
H 2.1639 -0.5714 -0.8822  0.210
H 0.4330 0.1805 -2.5622  0.214
H 0.4002 1.8379 -1.7962  0.214

As for the largest force on an atom: 0.0048 hartree/bohr. The calculation puts the HOMO energy at -9.090 eV. As for the energy above the lowest of the compared OMol25 structures with the same formula, charge and spin: 112.19 kJ/mol. As for the total energy: -7419.87203 eV. Its structure (SMILES) is C1=CCC2(C1)CC2. The calculation puts the LUMO energy at 1.18 eV. As for the frontier orbital gap: 10.27 eV.



This record from OMol25 describes a structure of composition C7H10. The level of theory is wB97M-V/def2-TZVPD.

Each line ends with the natural charge from an NBO analysis.
Atoms and positions in Å:
C 1.5975 -1.0860 -0.0654  -0.605
C 0.2569 -0.3679 0.0305  -0.150
C -0.9848 -1.2557 0.0965  -0.527
C -1.4833 0.9476 -0.5740  -0.214
C -0.7657 1.6532 0.3781  -0.059
C 0.2544 0.7806 1.0665  -0.440
C -0.2588 0.4319 -1.1245  -0.102
H 1.7153 -1.7208 0.8188  0.216
H 1.6391 -1.7372 -0.9441  0.214
H 2.4460 -0.3913 -0.0977  0.205
H -0.8527 -2.2321 0.5970  0.170
H -1.4823 -1.3745 -0.8628  0.179
H -2.3730 1.2905 -1.0952  0.233
H -0.9878 2.6805 0.6835  0.217
H -0.1024 0.5116 2.0712  0.220
H 1.2475 1.2485 1.1397  0.214
H 0.1340 0.6210 -2.1182  0.232

As for the largest force on an atom: 0.0113 hartree/bohr. The calculation puts the HOMO energy (alpha / beta) at -7.104 / -6.612 eV. As for the energy above the lowest of the compared OMol25 structures with the same formula, charge and spin: 565.37 kJ/mol. As for the total energy: -7415.17514 eV. The calculation puts the LUMO energy (alpha / beta) at 0.72 / 0.51 eV. As for the frontier orbital gap (alpha / beta): 7.82 / 7.13 eV.



This record from OMol25 describes an isolated molecule of C7H10 in a non-equilibrium geometry. The level of theory is wB97M-V/def2-TZVPD.

Each line ends with the natural charge from an NBO analysis.
Atoms and positions in Å:
C -2.4442 -1.2983 -0.4036  -0.268
C -1.6326 -0.4369 -0.5820  0.009
C -0.7168 0.6601 -0.7864  -0.343
C 0.7980 0.5176 -0.7250  -0.186
C 1.4193 -0.8484 -0.6938  -0.625
C 0.0770 1.1929 0.3922  -0.192
C 0.0611 0.4556 1.7133  -0.615
H -3.1324 -2.1091 -0.3013  0.238
H -0.8618 1.1822 -1.7196  0.251
H 1.2881 1.2335 -1.3893  0.208
H 1.7768 -1.0583 -1.7067  0.218
H 2.2550 -0.9423 0.0086  0.211
H 0.6535 -1.5957 -0.4640  0.222
H 0.2065 2.2674 0.4944  0.219
H 1.0670 0.5193 2.1464  0.212
H -0.6483 0.8652 2.4385  0.217
H -0.1661 -0.6048 1.5782  0.222

As for the largest force on an atom: 0.0264 hartree/bohr. The calculation puts the HOMO energy at -9.165 eV. As for the energy above the lowest of the compared OMol25 structures with the same formula, charge and spin: 263.74 kJ/mol. As for the total energy: -7418.30130 eV. Its structure (SMILES) is C#C[C@@H]1[C@H](C)[C@@H]1C. The calculation puts the LUMO energy at 1.08 eV. As for the frontier orbital gap: 10.25 eV.



This record from OMol25 describes an isolated molecule of C7H10 in a non-equilibrium geometry. The level of theory is wB97M-V/def2-TZVPD.

Each line ends with the natural charge from an NBO analysis.
Atoms and positions in Å:
C -2.7379 2.0604 -1.2777  -0.381
C -1.9078 2.1603 -0.2595  -0.208
C -0.9432 1.1801 0.2808  -0.221
C -0.0047 0.4081 -0.2758  -0.190
C 0.7571 -0.5354 0.5569  -0.223
C 1.6186 -1.3697 -0.0333  -0.162
C 2.3574 -2.4449 0.6999  -0.657
H -2.9943 1.1822 -1.8498  0.200
H -3.3128 2.9415 -1.5284  0.194
H -1.7940 3.0996 0.2830  0.201
H -1.1573 0.9575 1.3277  0.188
H 0.3341 0.5162 -1.3009  0.203
H 0.4431 -0.5185 1.5925  0.203
H 1.7103 -1.4046 -1.1123  0.197
H 3.2540 -2.8527 0.2399  0.218
H 2.7093 -2.1232 1.6891  0.216
H 1.6682 -3.2569 0.9678  0.221

As for the largest force on an atom: 0.0329 hartree/bohr. The calculation puts the HOMO energy at -8.302 eV. As for the energy above the lowest of the compared OMol25 structures with the same formula, charge and spin: 190.25 kJ/mol. As for the total energy: -7419.06298 eV. Its structure (SMILES) is C=C/C=C/C=C/C. The calculation puts the LUMO energy at 1.07 eV. As for the frontier orbital gap: 9.37 eV.



This record from OMol25 describes a cluster of 2 separate species, C7H10 in total in a non-equilibrium geometry. The level of theory is wB97M-V/def2-TZVPD.

Each line ends with the natural charge from an NBO analysis.
Atoms and positions in Å:
C -1.9886 0.4765 0.1209  -0.620
C -1.0972 -0.7221 -0.1049  -0.167
C 0.2722 -0.7054 -0.7979  -0.293
C 1.0758 0.5728 -0.9239  -0.182
C 1.3527 0.9592 0.4706  -0.286
C 0.8341 0.0733 1.3537  -0.138
C 0.1559 -1.0551 0.6817  -0.289
H -2.5273 0.7074 -0.8042  0.215
H -2.7420 0.2976 0.9010  0.213
H -1.4008 1.3513 0.4055  0.219
H -1.6654 -1.6261 -0.3415  0.216
H 0.4335 -1.4620 -1.5508  0.240
H 1.6921 0.8938 -1.8756  0.230
H 2.6933 0.2360 -1.8473  -0.023
H 1.8028 1.8980 0.7791  0.221
H 0.8567 0.1644 2.4409  0.217
H 0.2521 -2.0595 1.0929  0.228

As for the largest force on an atom: 0.0374 hartree/bohr. The calculation puts the HOMO energy (alpha / beta) at -8.105 / -7.615 eV. As for the energy above the lowest of the compared OMol25 structures with the same formula, charge and spin: 510.52 kJ/mol. As for the total energy: -7415.74354 eV. The calculation puts the LUMO energy (alpha / beta) at -0.22 / -0.13 eV. As for the frontier orbital gap (alpha / beta): 7.89 / 7.48 eV.



This record from OMol25 describes an isolated molecule of C7H10. The level of theory is wB97M-V/def2-TZVPD.

Each line ends with the natural charge from an NBO analysis.
Atoms and positions in Å:
C 1.2867 1.0699 -1.0846  -0.373
C 1.5494 1.0128 0.2239  -0.236
C 1.3043 -0.1127 1.1395  -0.230
C 0.5624 -1.2172 0.9599  -0.196
C -0.4087 -1.5543 -0.0929  -0.258
C -1.4610 -0.8224 -0.4801  -0.143
C -1.7796 0.5886 -0.0971  -0.662
H 0.7665 0.2734 -1.6095  0.202
H 1.6147 1.9200 -1.6750  0.199
H 2.0758 1.8544 0.6734  0.203
H 1.8734 -0.0626 2.0679  0.207
H 0.6664 -2.0012 1.7125  0.208
H -0.3173 -2.5606 -0.5033  0.211
H -2.1595 -1.2914 -1.1724  0.198
H -1.4933 1.2571 -0.9221  0.227
H -2.8529 0.7243 0.0743  0.218
H -1.2272 0.9219 0.7857  0.226

As for the largest force on an atom: 0.0039 hartree/bohr. The calculation puts the HOMO energy at -8.446 eV. As for the energy above the lowest of the compared OMol25 structures with the same formula, charge and spin: 167.27 kJ/mol. As for the total energy: -7419.30117 eV. Its structure (SMILES) is C=C/C=C\C=C/C. The calculation puts the LUMO energy at 0.73 eV. As for the frontier orbital gap: 9.17 eV.



This record from OMol25 describes an isolated molecule of C7H10. The level of theory is wB97M-V/def2-TZVPD.

Each line ends with the natural charge from an NBO analysis.
Atoms and positions in Å:
C 2.2310 -1.5259 0.5473  -0.243
C 1.4069 -0.6675 0.3670  -0.003
C 0.3596 0.3231 0.1838  -0.151
C -0.9246 -0.0374 0.9232  -0.388
C -1.6975 -0.9587 -0.0331  -0.616
C 0.2714 0.8057 -1.2383  -0.408
C 0.8823 1.6909 -0.1378  -0.388
H 2.9487 -2.2964 0.7147  0.236
H -1.4909 0.8633 1.1915  0.209
H -0.6467 -0.5282 1.8638  0.222
H -2.7529 -0.7005 -0.1417  0.210
H -1.5944 -2.0190 0.2109  0.215
H -1.2341 -0.8071 -1.0133  0.212
H 0.7704 0.2428 -2.0303  0.231
H -0.7034 1.1821 -1.5593  0.215
H 0.2454 2.5530 0.0367  0.216
H 1.9286 1.8798 0.1148  0.230

As for the largest force on an atom: 0.0154 hartree/bohr. The calculation puts the HOMO energy at -9.428 eV. As for the energy above the lowest of the compared OMol25 structures with the same formula, charge and spin: 288.83 kJ/mol. As for the total energy: -7418.04122 eV. Its structure (SMILES) is C#CC1(CC)CC1. The calculation puts the LUMO energy at 1.14 eV. As for the frontier orbital gap: 10.57 eV.



This record from OMol25 describes an isolated molecule of C7H10. The level of theory is wB97M-V/def2-TZVPD.

Each line ends with the natural charge from an NBO analysis.
Atoms and positions in Å:
C 1.2989 1.3124 -0.0418  -0.427
C 1.9828 0.0547 -0.4920  -0.387
C 0.5266 0.0207 -0.1025  -0.228
C -0.6724 -0.0785 -1.0439  -0.435
C -1.7648 0.0103 -0.0016  -0.153
C -2.0535 -1.0454 0.7739  -0.379
C 0.3308 -0.8898 1.0413  -0.048
H 1.0905 2.0641 -0.7995  0.211
H 1.5594 1.7085 0.9363  0.214
H 2.2137 -0.0864 -1.5425  0.225
H 2.6971 -0.4093 0.1856  0.225
H -0.6988 0.7360 -1.7755  0.214
H -0.6996 -1.0307 -1.5834  0.224
H -2.1194 1.0030 0.2685  0.207
H -1.7628 -2.0494 0.4959  0.226
H -2.5971 -0.9362 1.7069  0.208
H 0.6686 -0.3839 1.9743  0.104

As for the largest force on an atom: 0.0058 hartree/bohr. The calculation puts the HOMO energy at -7.842 eV. As for the energy above the lowest of the compared OMol25 structures with the same formula, charge and spin: 537.61 kJ/mol. As for the total energy: -7415.46281 eV. The calculation puts the LUMO energy at 0.27 eV. As for the frontier orbital gap: 8.11 eV.



This record from OMol25 describes an isolated molecule of C7H10. The level of theory is wB97M-V/def2-TZVPD.

Each line ends with the natural charge from an NBO analysis.
Atoms and positions in Å:
C -1.9387 -0.2696 -0.0317  -0.406
C -1.2932 0.9224 -0.6934  -0.422
C -0.4530 -0.1993 -0.1714  -0.081
C 0.4201 -1.2334 -0.8752  -0.580
C 1.1756 -1.5016 0.4303  0.219
C 1.7246 0.7835 0.7728  -0.596
C 0.5612 -0.2211 0.9682  -0.383
H -2.4687 -0.9766 -0.6659  0.213
H -2.3774 -0.1375 0.9549  0.214
H -1.4026 1.0350 -1.7691  0.217
H -1.2808 1.8604 -0.1415  0.215
H -0.0390 -2.1282 -1.3099  0.243
H 1.1025 -0.8174 -1.6288  0.252
H 2.4693 0.4116 0.0571  0.216
H 1.3425 1.7320 0.3831  0.223
H 2.2504 0.9577 1.7139  0.228
H 0.2072 -0.2179 2.0066  0.226

As for the largest force on an atom: 0.0057 hartree/bohr. The calculation puts the HOMO energy at -8.285 eV. As for the energy above the lowest of the compared OMol25 structures with the same formula, charge and spin: 495.13 kJ/mol. As for the total energy: -7415.90310 eV. The calculation puts the LUMO energy at 0.16 eV. As for the frontier orbital gap: 8.44 eV.